Record 1
The following is a DFT calculation (ωB97M-V with the def2-TZVPD basis set) of C12H9BrN2O2S4 in the gas phase.

XYZ file:
```
30
Properties=species:S:1:pos:R:3:forces:R:3:nbo_charge:R:1
C -4.85123 0.15100 1.81186 0.231 -0.217 -0.425 -0.749
H -4.54241 -0.56767 2.56512 -0.065 0.009 0.132 0.227
H -5.90573 0.38047 1.92333 -0.055 0.008 0.025 0.242
H -4.26069 1.05988 1.87934 -0.033 0.096 0.087 0.229
S -4.66428 -0.57491 0.15596 -0.544 0.140 0.152 0.334
C -2.96464 -0.85132 0.10648 0.688 0.105 0.593 -0.081
N -2.36750 -1.27756 -0.94124 -0.969 -0.038 -0.483 -0.451
C -1.02564 -1.40141 -0.75856 0.870 0.132 0.782 0.095
C -0.09833 -1.80053 -1.71602 -0.079 0.013 0.098 -0.185
C 1.24378 -1.77273 -1.40485 0.129 -0.012 0.110 -0.271
C 1.68411 -1.38164 -0.13585 -0.917 -0.212 0.217 0.216
C 0.77172 -1.05895 0.86088 0.075 -0.331 -0.122 -0.288
C -0.56984 -1.04984 0.53460 -0.215 -0.094 -0.412 -0.203
S -1.90810 -0.55817 1.52198 -0.157 -0.128 -0.543 0.345
H 1.12210 -0.79281 1.84497 0.000 -0.023 0.097 0.251
N 3.04605 -1.21568 0.13932 0.629 0.459 0.376 -0.857
S 3.51040 0.26153 0.79933 -0.040 0.166 -0.828 2.329
O 3.25683 0.27449 2.20269 -0.277 -0.077 0.146 -0.925
O 4.82979 0.50711 0.31454 0.112 -0.102 -0.219 -0.921
C 2.33138 1.37581 0.06935 0.318 -0.201 0.565 -0.573
C 2.06125 1.59447 -1.24840 0.346 -0.036 0.207 -0.189
C 0.87254 2.32437 -1.44651 -0.157 0.072 0.277 -0.288
C 0.26734 2.61797 -0.25999 0.263 -0.201 0.413 -0.314
S 1.14491 2.03966 1.11505 -0.356 0.424 -0.640 0.550
Br -1.35940 3.49945 -0.03441 -0.061 0.086 0.016 0.133
H 0.47816 2.60128 -2.40694 -0.091 0.054 -0.131 0.244
H 2.69475 1.24796 -2.04391 0.111 -0.148 -0.176 0.240
H 3.67009 -1.49393 -0.60298 0.177 0.094 -0.048 0.415
H 1.97546 -2.04567 -2.15099 0.089 0.003 -0.125 0.213
H -0.44290 -2.09263 -2.69415 -0.022 -0.041 -0.143 0.232
```
Positions in Å, forces in eV/Å.

* max |F|: 1.2 eV/A
* LUMO energy: 0.002 Ha
* E_tot: -133048.2232 eV
* total charge: 0
* highest occupied orbital energy: -8.218 eV

***

Record 2
The following is a DFT calculation (ωB97M-V with the def2-TZVPD basis set) of a molecular structure, C12H9BrN3O6SSn.

XYZ file:
```
33
Properties=species:S:1:pos:R:3:forces:R:3:nbo_charge:R:1
Sn 0.67049 1.14333 1.95557 0.165 -0.056 0.339 1.460
Br -4.98421 -3.98775 -0.55279 -0.038 -0.019 -0.009 0.023
C -3.14618 -3.65547 -0.20450 0.095 0.057 0.047 -0.071
C -2.21895 -4.65010 -0.47197 0.050 0.025 0.015 -0.246
C -0.87681 -4.39817 -0.21839 -0.037 -0.025 -0.016 -0.212
C -0.47346 -3.16786 0.27958 0.043 0.046 -0.059 -0.190
C -1.42086 -2.19060 0.55036 -0.045 0.029 -0.021 -0.043
C -2.76794 -2.43066 0.31336 -0.102 -0.065 0.094 -0.219
C -1.01224 -0.86376 1.11800 -0.048 -0.113 -0.264 0.771
O -1.71145 -0.28375 1.94376 0.105 0.080 0.002 -0.667
O 0.12539 -0.40562 0.68643 -0.091 -0.289 0.181 -0.827
H -2.54181 -5.60135 -0.87346 0.009 0.014 0.007 0.218
H -0.14184 -5.16699 -0.42140 -0.010 0.010 -0.005 0.211
H 0.57238 -2.95089 0.45483 -0.003 0.002 -0.031 0.239
H -3.49620 -1.66297 0.53531 0.046 0.016 -0.049 0.251
C 4.98975 1.09219 0.35164 0.278 0.236 0.000 -0.897
S 3.50785 0.14908 0.47150 -0.396 -0.213 -0.004 2.425
O 3.67168 -0.77077 1.57543 -0.005 -0.033 0.006 -0.998
O 3.26415 -0.41563 -0.82947 0.066 0.035 0.086 -0.968
O 2.49611 1.21802 0.82289 0.063 0.151 -0.150 -1.105
H 5.77477 0.42206 0.00296 -0.031 0.046 0.039 0.234
H 5.23309 1.49403 1.33475 -0.009 -0.037 -0.067 0.229
H 4.83283 1.89969 -0.36293 0.017 -0.087 0.021 0.234
N -0.12457 4.73759 -0.14017 0.017 0.045 0.003 -0.811
C -0.51362 3.43549 -0.18946 -0.220 -0.174 -0.188 0.694
O -0.01164 2.65132 0.67041 0.083 0.217 0.073 -0.832
C -1.46085 3.02621 -1.14061 -0.048 0.065 -0.175 -0.539
C -1.96511 3.98223 -2.06521 -0.171 -0.352 0.183 0.304
N -2.38490 4.78623 -2.78196 0.161 0.031 0.025 -0.411
C -1.91567 1.67695 -1.16661 0.059 0.208 -0.015 0.328
N -2.28358 0.58356 -1.17797 -0.033 0.157 -0.050 -0.391
H 0.68279 4.94234 0.41935 0.027 0.001 -0.013 0.399
H -0.36938 5.36203 -0.88923 0.000 -0.012 -0.004 0.406
```
Positions in Å, forces in eV/Å.

* max |F|: 0.5 eV/A
* LUMO energy: 0.094 Ha
* E_tot: -116059.3211 eV
* total charge: -1
* highest occupied orbital energy: -5.653 eV

***

> Among the records above, which one has the lowest LUMO energy?

C12H9BrN2O2S4